99
Properties=species:S:1:pos:R:3:mulliken_charge:R:1 method="wB97M-V/def2-TZVPD" smiles="COCC(=O)O[C@](O)(P(C)C)C(F)(F)F.FC(F)C(F)(F)COC(F)(F)C(F)F.FC(F)C(F)(F)COC(F)(F)C(F)F.FC(F)C(F)(F)COC(F)(F)C(F)F.FC(F)C(F)(F)COC(F)(F)C(F)F" homo_lumo_gap_ev=9.7 homo_energy_ev=-9.33 lumo_ev=0.388 total_energy_ha=-5484.25588
C 1.2935 -0.2862 -5.7346 -0.8662
O 0.3273 0.3926 -4.9517 -0.1467
C -0.1126 -0.3353 -3.8420 -0.4310
C 0.6430 0.0709 -2.5847 0.3297
O 1.2120 1.1017 -2.4110 -0.5032
O 0.5679 -0.9499 -1.6679 -0.4385
C 0.5837 -0.6615 -0.2790 0.9216
O -0.1504 0.5068 -0.0700 -0.6507
P 2.3899 -0.4553 0.3089 0.1611
C 2.8935 -2.1913 0.6200 -0.7988
C 2.0950 0.1340 2.0193 -1.1164
C -0.2433 -1.8347 0.3083 0.7183
F -1.5112 -1.7839 -0.0669 -0.3109
F 0.2171 -3.0315 -0.0386 -0.2706
F -0.2361 -1.7765 1.6498 -0.2434
H 1.4799 0.3270 -6.6164 0.2486
H 2.2340 -0.4166 -5.1853 0.3090
H 0.9203 -1.2658 -6.0553 0.3643
H -0.0259 -1.4198 -3.9784 0.4167
H -1.1709 -0.1086 -3.6666 0.2779
H -0.1186 0.7429 0.8645 0.3767
H 2.6962 -2.7722 -0.2823 0.3114
H 3.9763 -2.1773 0.7741 0.4385
H 2.4149 -2.6708 1.4760 -0.0490
H 1.5378 1.0760 2.0176 0.3744
H 3.0767 0.3527 2.4508 0.4068
H 1.5964 -0.5803 2.6756 0.2492
F -1.6707 -3.1389 4.4232 -0.2112
C -1.8601 -4.3437 3.8469 0.1259
F -3.0901 -4.7871 4.1868 -0.2928
C -0.8183 -5.3486 4.3519 0.9219
F -0.9777 -5.5457 5.6745 -0.2796
F -1.1230 -6.5168 3.7067 -0.3469
C 0.6518 -5.0691 4.0219 -0.1821
O 1.4090 -4.4636 5.0484 -0.4119
C 1.5369 -3.1174 5.1612 0.7923
F 0.8820 -2.4610 4.1862 -0.2273
F 2.8529 -2.8025 5.0392 -0.3145
C 1.1021 -2.6290 6.5498 0.2070
F -0.1914 -2.9377 6.7617 -0.2220
F 1.2356 -1.2839 6.5967 -0.2714
H -1.8046 -4.2423 2.7600 0.2405
H 1.1002 -6.0541 3.8968 0.0347
H 0.7475 -4.5387 3.0733 0.1260
H 1.7253 -3.0896 7.3183 0.2297
F -1.5130 5.0321 -3.8407 -0.1557
C -0.2335 4.6811 -4.1071 0.0710
F 0.5530 5.7493 -3.8471 -0.2888
C -0.0770 4.3028 -5.5842 1.0048
F -0.3134 5.3768 -6.3661 -0.2830
F 1.2429 3.9707 -5.7120 -0.3166
C -0.8617 3.0841 -6.0791 -0.7226
O -2.0529 3.3442 -6.8011 -0.4429
C -3.2625 3.4386 -6.1855 0.8415
F -3.1904 3.2084 -4.8634 -0.2638
F -4.0770 2.4914 -6.7152 -0.3181
C -3.9330 4.7908 -6.4742 0.1575
F -3.1453 5.7920 -6.0274 -0.1644
F -5.1130 4.8480 -5.8216 -0.2663
H 0.0607 3.8491 -3.4626 0.2036
H -0.2039 2.6106 -6.8057 0.3631
H -1.0102 2.3648 -5.2762 0.3484
H -4.1010 4.9096 -7.5457 0.2214
F 2.1614 -7.0578 6.0967 -0.1275
C 2.7824 -7.1133 7.2912 0.0511
F 3.0559 -5.8513 7.6917 -0.2816
C 4.0973 -7.8866 7.1531 0.9237
F 4.9380 -7.2155 6.3442 -0.2605
F 4.6325 -7.8990 8.4119 -0.3360
C 3.9988 -9.3554 6.7249 -0.7727
O 4.2296 -9.6108 5.3533 -0.3962
C 3.2198 -9.6582 4.4394 0.7826
F 2.0105 -9.4701 4.9947 -0.2668
F 3.2206 -10.8939 3.8831 -0.3147
C 3.4600 -8.6734 3.2828 0.1910
F 3.5220 -7.4084 3.7461 -0.1816
F 2.4229 -8.7561 2.4201 -0.2624
H 2.1226 -7.5832 8.0243 0.2852
H 4.8195 -9.8511 7.2412 0.4157
H 3.0672 -9.8013 7.0735 0.3442
H 4.3889 -8.9215 2.7674 0.2436
F -5.3370 10.0660 -3.2372 -0.2391
C -5.4184 8.7495 -3.5216 0.0584
F -6.4545 8.2295 -2.8274 -0.2652
C -4.1322 8.0273 -3.1074 0.8606
F -3.9809 8.0953 -1.7698 -0.2874
F -4.3483 6.7210 -3.4435 -0.2787
C -2.8352 8.4366 -3.8163 -0.3453
O -1.9992 9.3244 -3.1001 -0.4072
C -2.0875 10.6736 -3.2411 0.7588
F -2.9986 11.0399 -4.1594 -0.2959
F -0.8819 11.1307 -3.6677 -0.3085
C -2.3519 11.3613 -1.8931 0.1998
F -3.5184 10.9339 -1.3737 -0.2206
F -2.4363 12.6958 -2.0941 -0.2640
H -5.6048 8.6177 -4.5905 0.2833
H -2.2586 7.5163 -3.8885 0.0639
H -3.0313 8.7811 -4.8317 0.4168
H -1.5378 11.1456 -1.1993 0.2476